Entry 1:
This record from the Open Molecules 2025 dataset describes an isolated molecule of C3H2ClNO. The level of theory is wB97M-V/def2-TZVPD.

As for the SMILES: N#C[C@H](Cl)C=O. Its charge is 0. The value obtained for the gap between HOMO and LUMO is 10.31 eV. For the HOMO energy, the calculation gives -0.40847 Eh. As for the energy: -705.6492 Ha. The spin multiplicity is 1. The calculation puts the energy relative to the best compared isomer or geometry (same formula, charge and spin) at 21.9 kcal per mole.

Cartesian coordinates (Å):
C  1.22  -1.30  -0.05
C  -0.74  -0.07  0.39
C  0.59  -0.08  -0.40
N  1.78  -2.29  0.16
O  -1.86  0.08  -0.07
Cl  1.71  1.33  0.04
H  -0.46  -0.26  1.39
H  0.30  0.18  -1.52

Entry 2:
This record from the Open Molecules 2025 dataset describes a cluster of 2 separate species, C22H38N5O6S in total. The level of theory is wB97M-V/def2-TZVPD.

Its charge is +1. The value obtained for the gap between HOMO and LUMO is 6.17 eV. For the HOMO energy, the calculation gives -0.41358 Eh. As for the energy: -1983.5619 Ha. The spin multiplicity is 1.

Cartesian coordinates (Å):
C  6.04  -2.02  -0.97
O  6.81  -1.08  -0.12
C  6.63  0.31  -0.56
C  5.23  0.89  0.14
C  4.99  2.50  -0.15
C  3.43  2.85  -0.62
C  2.51  3.42  0.64
C  0.97  3.79  0.17
C  -0.08  2.67  0.75
C  -1.22  3.31  1.76
C  -2.07  2.11  2.52
N  -2.08  0.81  1.68
N  -1.25  -0.13  2.18
C  -1.33  -1.32  1.33
C  -0.38  -2.58  1.90
C  1.12  -2.00  2.36
C  2.09  -1.64  1.08
O  2.10  -0.15  0.88
C  -2.13  -1.62  -0.01
O  -2.02  -2.92  -0.69
C  -3.09  -0.41  -0.51
C  -4.02  -0.46  -1.85
C  -3.11  -0.89  -3.19
C  -3.94  -0.43  -4.56
N  -3.24  0.27  -5.74
O  -5.25  -0.73  -4.62
C  -2.96  0.82  0.52
N  -3.82  2.05  0.24
C  -5.09  1.69  0.67
S  -6.76  1.52  1.07
H  6.67  -2.99  -1.18
H  5.74  -1.56  -2.02
H  5.04  -2.34  -0.44
H  7.54  0.94  -0.14
H  6.52  0.46  -1.72
H  5.25  0.67  1.31
H  4.34  0.31  -0.40
H  5.74  2.86  -1.00
H  5.16  3.12  0.85
H  2.99  1.89  -1.12
H  3.52  3.71  -1.43
H  2.49  2.53  1.43
H  2.99  4.36  1.16
H  0.65  4.90  0.44
H  0.97  3.75  -1.03
H  -0.57  2.14  -0.20
H  0.44  1.80  1.36
H  -2.02  3.89  1.09
H  -0.75  4.01  2.60
H  -3.17  2.45  2.79
H  -1.53  1.94  3.57
H  -0.85  -3.03  2.90
H  -0.16  -3.38  1.08
H  1.04  -1.07  3.07
H  1.66  -2.89  2.94
H  1.77  -2.21  0.10
H  3.22  -1.92  1.33
H  2.12  0.32  1.76
H  -1.27  -2.93  -1.36
H  -4.40  0.65  -2.08
H  -4.99  -1.12  -1.74
H  -2.10  -0.27  -3.23
H  -2.89  -2.05  -3.21
H  -2.52  -0.40  -6.12
H  -2.70  1.07  -5.32
C  -4.88  -3.86  0.63
N  -4.84  -4.90  1.69
O  -5.90  -5.49  1.95
O  -3.75  -5.10  2.24
H  -5.90  -3.80  0.24
H  -4.58  -2.91  1.09
H  -4.18  -4.16  -0.15

Entry 3:
This record from the Open Molecules 2025 dataset describes a cluster of 2 separate species, C5H11N in total. The level of theory is wB97M-V/def2-TZVPD.

Its charge is 0. The value obtained for the gap between HOMO and LUMO is 7.84 eV. For the HOMO energy, the calculation gives -0.24766 Eh. As for the energy: -251.6813 Ha. The spin multiplicity is 1. The calculation puts the energy relative to the best compared isomer or geometry (same formula, charge and spin) at 113.7 kcal per mole.

Cartesian coordinates (Å):
C  -1.90  0.47  -1.09
C  -1.16  0.28  0.18
N  -0.45  -0.83  0.41
C  0.46  -1.65  -0.39
C  0.63  -1.27  1.00
C  1.61  1.11  0.60
H  -1.99  1.54  -1.33
H  -1.40  -0.01  -1.94
H  -2.92  0.07  -1.01
H  0.55  0.91  0.28
H  -1.47  0.82  1.07
H  0.12  -2.65  -0.66
H  0.99  -1.11  -1.18
H  1.05  -1.40  1.98
H  2.40  0.44  0.23
H  1.71  1.18  1.69
H  1.76  2.09  0.16

Entry 4:
This record from the Open Molecules 2025 dataset describes a structure of composition C12H17AlBr3F6IO3PS. The level of theory is wB97M-V/def2-TZVPD.

Its charge is -1. The value obtained for the gap between HOMO and LUMO is 7.44 eV. For the HOMO energy, the calculation gives -0.19550 Eh. As for the energy: -10294.2367 Ha. The spin multiplicity is 1.

Cartesian coordinates (Å):
C  3.28  2.51  0.20
C  2.29  3.24  -0.86
I  2.80  2.82  -2.93
C  0.77  2.93  -0.48
Al  0.25  0.96  -0.51
C  -1.67  0.50  -1.06
C  -2.80  1.14  -0.13
C  -4.18  0.36  -0.34
F  -4.13  -0.81  0.48
Br  -4.44  -0.30  -2.22
C  -5.48  1.24  0.00
F  -5.85  1.92  -1.18
F  -5.31  2.11  1.07
Br  -6.98  -0.05  0.34
O  1.01  0.03  0.89
C  1.38  -1.29  0.54
C  0.44  -2.52  0.82
C  -0.19  -2.68  2.26
C  0.17  -1.64  3.37
F  1.51  -1.38  3.58
F  -0.60  -0.47  3.21
F  -0.30  -2.18  4.60
C  1.83  -1.21  -1.04
S  1.33  -2.67  -2.13
P  3.74  -1.17  -1.34
O  4.37  -2.69  -0.89
Br  3.94  -1.06  -3.59
O  1.26  -0.08  -1.74
H  3.69  1.54  -0.24
H  2.66  2.34  1.13
H  4.14  3.20  0.46
H  2.46  4.36  -0.70
H  0.64  3.29  0.61
H  0.01  3.49  -1.12
H  -1.80  -0.63  -1.04
H  -1.81  0.95  -2.10
H  -2.96  2.25  -0.31
H  -2.55  1.04  0.98
H  2.40  -1.50  1.02
H  1.04  -3.47  0.59
H  -0.41  -2.52  0.06
H  -1.33  -2.67  2.15
H  0.05  -3.72  2.66
H  1.22  -2.20  -3.44
H  4.14  -3.31  -1.62

Entry 5:
This record from the Open Molecules 2025 dataset describes an isolated molecule of C3H8N2S2. The level of theory is wB97M-V/def2-TZVPD.

As for the SMILES: [H]/N=C/NSCCS. Its charge is 0. The value obtained for the gap between HOMO and LUMO is 9.94 eV. For the HOMO energy, the calculation gives -0.33966 Eh. As for the energy: -1024.9670 Ha. The spin multiplicity is 1. The calculation puts the energy relative to the best compared isomer or geometry (same formula, charge and spin) at 21.3 kcal per mole.

Cartesian coordinates (Å):
C  -0.18  -0.54  2.18
C  -0.75  -0.85  0.80
C  -0.06  0.57  -2.29
H  2.10  0.13  1.74
H  0.29  -1.43  2.65
H  -0.98  -0.18  2.82
H  -1.26  0.01  0.44
H  -1.43  -1.74  0.86
H  1.27  0.83  -0.80
H  -0.65  -0.20  -2.73
H  -0.69  1.96  -3.49
N  0.80  0.14  -1.27
N  -0.01  1.79  -2.69
S  1.05  0.82  2.23
S  0.50  -1.31  -0.46

Entry 6:
This record from the Open Molecules 2025 dataset describes an isolated molecule of C3H7NO2. The level of theory is wB97M-V/def2-TZVPD.

As for the SMILES: CCC(=O)NO. Its charge is 0. The value obtained for the gap between HOMO and LUMO is 9.93 eV. For the HOMO energy, the calculation gives -0.33766 Eh. As for the energy: -323.6576 Ha. The spin multiplicity is 1. The calculation puts the energy relative to the best compared isomer or geometry (same formula, charge and spin) at 77.4 kcal per mole.

Cartesian coordinates (Å):
C  -0.24  -0.35  0.93
C  -1.68  -0.42  0.41
N  0.95  0.96  -0.58
C  0.75  -0.40  -0.18
O  2.11  1.19  -1.33
O  1.58  -1.24  -0.44
H  2.46  0.28  -1.49
H  0.23  1.60  -0.86
H  -0.03  -1.14  1.65
H  -0.01  0.84  1.05
H  -2.37  -0.33  1.24
H  -1.86  -1.37  -0.09
H  -1.88  0.38  -0.30

Entry 7:
This record from the Open Molecules 2025 dataset describes a cluster of 2 separate species, C16H21F8N4O4 in total. The level of theory is wB97M-V/def2-TZVPD.

Its charge is +1. The value obtained for the gap between HOMO and LUMO is 9.36 eV. For the HOMO energy, the calculation gives -0.44241 Eh. As for the energy: -1940.8741 Ha. The spin multiplicity is 1. The calculation puts the energy relative to the best compared isomer or geometry (same formula, charge and spin) at 0.0 kcal per mole.

Cartesian coordinates (Å):
C  0.31  6.95  3.55
O  -0.06  5.72  2.93
C  -0.55  5.92  1.64
N  -1.35  4.75  1.28
C  -0.68  3.55  1.22
N  0.48  3.44  0.51
N  -1.21  2.48  1.76
C  -0.59  1.16  1.67
C  -0.74  0.53  0.27
O  0.47  -0.07  -0.11
C  0.63  -1.41  0.30
C  1.88  -1.57  1.15
F  1.70  -2.69  1.90
F  1.98  -0.53  2.02
C  3.22  -1.76  0.39
F  4.24  -1.33  1.17
F  3.39  -3.08  0.15
C  3.36  -1.04  -0.98
F  2.55  -1.61  -1.91
F  4.64  -1.26  -1.38
C  3.10  0.50  -1.01
F  3.17  1.03  0.23
F  4.04  1.09  -1.78
H  1.06  6.75  4.30
H  -0.56  7.40  4.02
H  0.74  7.64  2.83
H  -1.18  6.80  1.57
H  0.28  6.05  0.95
H  -2.08  4.68  1.98
H  0.78  4.31  0.10
H  1.23  2.96  0.98
H  -2.07  2.57  2.27
H  0.46  1.27  1.90
H  -1.03  0.52  2.42
H  -1.59  -0.14  0.20
H  -0.91  1.33  -0.44
H  -0.20  -1.72  0.93
H  0.62  -2.09  -0.55
H  2.14  0.70  -1.46
C  -2.24  -6.23  -4.07
C  -1.73  -4.95  -4.25
C  -1.75  -4.04  -3.22
C  -2.28  -4.43  -2.00
C  -2.80  -5.69  -1.79
C  -2.78  -6.60  -2.84
N  -2.29  -3.47  -0.89
O  -1.84  -2.35  -1.09
O  -2.72  -3.83  0.18
H  -2.22  -6.94  -4.88
H  -1.32  -4.67  -5.21
H  -1.35  -3.04  -3.36
H  -3.21  -5.97  -0.83
H  -3.18  -7.59  -2.69

Entry 8:
This record from the Open Molecules 2025 dataset describes a cluster of 2 separate species, C5H14 in total. The level of theory is wB97M-V/def2-TZVPD.

As for the SMILES: CCC.CC. Its charge is 0. The value obtained for the gap between HOMO and LUMO is 11.81 eV. For the HOMO energy, the calculation gives -0.39350 Eh. As for the energy: -198.8244 Ha. The spin multiplicity is 1. The calculation puts the energy relative to the best compared isomer or geometry (same formula, charge and spin) at 40.6 kcal per mole.

Cartesian coordinates (Å):
C  -1.73  0.53  0.07
C  -2.43  -0.63  -0.77
C  -1.29  -0.03  1.57
H  -0.82  0.85  -0.37
H  -2.55  1.30  0.37
H  -3.32  -0.86  -0.09
H  -0.65  -0.84  1.16
H  -1.02  0.81  2.24
H  -2.09  -0.46  2.08
H  -2.78  -0.30  -1.74
H  -1.84  -1.43  -0.61
C  3.05  -0.36  -0.04
C  2.27  0.54  -0.88
H  2.72  -1.36  -0.09
H  4.11  -0.53  -0.19
H  3.02  0.00  1.03
H  2.54  1.64  -0.79
H  1.13  0.61  -0.76
H  2.35  0.28  -1.97